Entry from OMol25: a 22-piece molecular cluster, C66H154N22O22 overall at a distorted geometry (wB97M-V/def2-TZVPD).

Last column: Mulliken charge in e.
CARTESIAN COORDINATES (ANGSTROEM)
C (-25.630368, -8.819356, 2.565384)  0.0892
O (-25.110384, -7.990867, 3.293682)  -0.5731
N (-25.007267, -9.876968, 1.988876)  0.1685
C (-25.784332, -10.975511, 1.444220)  -0.7383
C (-23.688144, -10.160330, 2.424591)  -0.5682
H (-26.698061, -8.742305, 2.238520)  0.3322
H (-25.311734, -11.387236, 0.532042)  0.0848
H (-26.794690, -10.713432, 1.121856)  0.4005
H (-25.775185, -11.793568, 2.146010)  0.2771
H (-22.940162, -10.006654, 1.691671)  0.1555
H (-23.419893, -9.583166, 3.322963)  0.3399
H (-23.669065, -11.205040, 2.736640)  0.0357
C (-34.679186, -17.754867, 8.445744)  -0.2251
O (-34.531067, -17.908792, 7.242804)  -0.5599
N (-34.018238, -16.918752, 9.263070)  0.4785
C (-34.588020, -16.753276, 10.644107)  -0.7814
C (-33.228017, -15.898210, 8.663573)  -0.7302
H (-35.331976, -18.399974, 9.060180)  0.2671
H (-33.745687, -16.612149, 11.323431)  0.1455
H (-35.114263, -17.626105, 10.957441)  0.3137
H (-35.219828, -15.853291, 10.669144)  0.3276
H (-32.631474, -16.289736, 7.841334)  -0.1698
H (-33.834133, -15.044184, 8.385361)  0.5798
H (-32.588252, -15.499664, 9.451322)  0.2469
C (-29.493777, -19.665068, 11.055175)  0.0057
O (-29.557677, -20.681816, 11.682475)  -0.6703
N (-30.500651, -18.971119, 10.496341)  0.5421
C (-30.211179, -17.887604, 9.586718)  -0.3752
C (-31.820058, -19.295343, 10.810483)  -0.7836
H (-28.538011, -19.172651, 10.861273)  0.4485
H (-30.706660, -17.005016, 10.009030)  -0.2826
H (-30.537739, -18.016267, 8.578525)  0.4660
H (-29.131645, -17.719511, 9.651715)  -0.2328
H (-32.468855, -19.684704, 10.000835)  0.1471
H (-31.847290, -19.979493, 11.665707)  0.3635
H (-32.301302, -18.365076, 11.196487)  0.1142
C (-30.265373, -16.330111, 12.414012)  -0.0981
O (-31.484117, -16.379127, 12.479162)  -0.7484
N (-29.377224, -17.165340, 13.051428)  0.5028
C (-27.963916, -17.026653, 12.916885)  -0.0824
C (-29.833141, -18.166065, 13.975517)  -1.2423
H (-29.788216, -15.544635, 11.813289)  0.6841
H (-27.544718, -17.857305, 12.360397)  0.1602
H (-27.489980, -17.062548, 13.894205)  0.4407
H (-27.687693, -16.128997, 12.368039)  -0.6261
H (-30.917478, -18.187099, 13.955432)  0.3162
H (-29.434613, -19.111386, 13.625899)  0.3537
H (-29.559921, -17.914293, 15.002673)  0.3269
C (-23.767037, -18.636713, 9.083300)  0.6891
O (-22.805709, -18.758334, 8.354322)  -0.8586
N (-24.050848, -19.417173, 10.150295)  1.0960
C (-23.409448, -20.669218, 10.453517)  -1.3349
C (-24.892501, -18.975876, 11.223060)  -1.2600
H (-24.537473, -17.886958, 8.894847)  -0.0429
H (-22.746182, -20.771075, 9.596838)  0.3734
H (-24.096612, -21.531422, 10.613235)  0.2060
H (-22.791780, -20.533626, 11.316379)  0.3722
H (-25.838816, -19.574077, 11.405952)  0.2713
H (-24.317749, -19.009603, 12.121728)  0.6698
H (-25.242610, -18.011269, 10.927160)  -0.1749
C (-30.911685, -16.624775, 1.826683)  0.0867
O (-31.556005, -15.992002, 1.002034)  -0.6393
N (-30.167338, -16.104374, 2.800162)  0.6425
C (-29.583439, -16.983601, 3.821772)  0.0455
C (-29.794226, -14.708701, 2.718782)  -1.1030
H (-30.800751, -17.751063, 1.884361)  0.3187
H (-30.228807, -17.816804, 4.016860)  0.0486
H (-29.722450, -16.406314, 4.753121)  -0.1436
H (-28.554561, -17.284609, 3.708573)  -0.0616
H (-29.641567, -14.363124, 3.759784)  0.1770
H (-28.824914, -14.549921, 2.246671)  0.3988
H (-30.540615, -14.071228, 2.317693)  0.3563
C (-24.199156, -16.516719, 3.865950)  -0.0430
O (-24.511673, -15.355596, 4.184445)  -0.5015
N (-24.908820, -17.296135, 3.040448)  0.4514
C (-26.057367, -16.795560, 2.407839)  -1.0486
C (-24.533130, -18.608498, 2.680876)  -0.8808
H (-23.208164, -16.909903, 4.238252)  0.3048
H (-26.483196, -16.102794, 3.158568)  0.1761
H (-26.755162, -17.639472, 2.304090)  0.5562
H (-25.869920, -16.289924, 1.444596)  0.1713
H (-24.410238, -18.751767, 1.609025)  0.3444
H (-23.587634, -18.829311, 3.178095)  0.1776
H (-25.233278, -19.351328, 3.077316)  0.3335
C (-22.730435, -16.167199, 10.213165)  -0.2677
O (-23.561722, -15.262114, 10.336873)  0.3307
N (-22.177238, -16.813621, 11.237530)  1.0106
C (-21.098676, -17.736131, 10.939946)  -0.4491
C (-22.578887, -16.535929, 12.591410)  -1.0568
H (-22.380052, -16.429051, 9.182352)  -0.3255
H (-20.835037, -17.687177, 9.862204)  -0.2283
H (-21.380456, -18.731420, 11.202520)  0.0568
H (-20.181249, -17.487297, 11.464970)  0.4280
H (-23.607838, -16.203533, 12.526272)  0.2348
H (-22.471953, -17.429638, 13.216651)  0.3514
H (-22.034479, -15.655938, 13.027525)  0.1433
C (-19.872111, -10.805051, 11.311923)  0.1416
O (-19.039240, -10.321823, 10.550279)  -0.6064
N (-20.238518, -12.105395, 11.266054)  0.4274
C (-21.236947, -12.634656, 12.208187)  -0.7307
C (-19.430890, -13.029123, 10.530035)  -0.9678
H (-20.433181, -10.158396, 12.062490)  0.3105
H (-22.101004, -12.990850, 11.623089)  0.1949
H (-21.619270, -11.786298, 12.801375)  0.1947
H (-20.862857, -13.354164, 12.965720)  0.2088
H (-19.611946, -13.065359, 9.463927)  0.1216
H (-18.397087, -12.706936, 10.640546)  0.4018
H (-19.607048, -14.025903, 10.890440)  0.2798
C (-18.296778, -16.115833, 9.282760)  -0.5510
O (-19.441096, -16.324335, 8.903949)  -0.0035
N (-17.288000, -15.498647, 8.585353)  0.2358
C (-16.086913, -15.130234, 9.279294)  -0.9692
C (-17.576263, -14.880084, 7.303055)  -0.7634
H (-18.135112, -16.297116, 10.329579)  0.4082
H (-15.983625, -15.795606, 10.117841)  0.3610
H (-16.166269, -14.081973, 9.598139)  0.3320
H (-15.194070, -15.257502, 8.657250)  0.3172
H (-18.273280, -15.568762, 6.816924)  0.1675
H (-18.016105, -13.885865, 7.461146)  0.2142
H (-16.616578, -14.790924, 6.799670)  0.3810
C (-30.204823, -12.213760, 12.487841)  -0.2569
O (-29.577898, -13.226974, 12.257269)  -0.2673
N (-31.208982, -12.039592, 13.395850)  0.2147
C (-31.881676, -10.781744, 13.495965)  -1.0041
C (-31.743337, -13.134595, 14.158226)  -0.8401
H (-29.982004, -11.292623, 11.907087)  0.1685
H (-32.862017, -10.815282, 13.019740)  0.3882
H (-31.284459, -10.074863, 12.921501)  0.2938
H (-32.012960, -10.420171, 14.493461)  0.3728
H (-31.282797, -13.203486, 15.136503)  0.2462
H (-32.827520, -12.912085, 14.300737)  0.3916
H (-31.592343, -14.074376, 13.627949)  0.1649
C (-31.847122, -19.553018, 5.723734)  0.0960
O (-30.629859, -19.653236, 5.641397)  -0.6341
N (-32.715550, -20.294084, 5.036188)  0.1776
C (-34.140433, -20.003034, 5.075942)  -0.5485
C (-32.158401, -21.311924, 4.214318)  -0.9298
H (-32.354874, -18.798987, 6.332658)  0.3098
H (-34.386615, -19.701322, 4.069519)  0.3693
H (-34.295579, -19.175645, 5.753133)  0.0237
H (-34.613973, -20.913893, 5.483681)  0.3767
H (-33.009317, -21.677229, 3.663463)  0.4185
H (-31.402451, -20.857865, 3.542866)  0.2185
H (-31.706929, -22.052767, 4.845810)  0.2635
C (-22.862399, -12.497936, 5.951306)  0.4581
O (-23.084007, -11.320426, 5.687789)  -0.7462
N (-22.471734, -12.959317, 7.081790)  0.5293
C (-22.381907, -12.076392, 8.232210)  -0.7456
C (-21.926936, -14.278804, 7.164925)  0.6180
H (-23.124876, -13.270627, 5.238240)  0.2142
H (-23.102169, -12.388019, 8.938928)  0.0900
H (-22.573455, -11.087662, 7.829442)  0.2683
H (-21.337253, -12.048559, 8.604271)  0.1201
H (-22.286170, -14.758273, 8.080061)  -1.0548
H (-22.237792, -14.904006, 6.303140)  -0.1305
H (-20.792424, -14.305783, 7.230051)  0.2848
C (-27.893183, -20.109074, 8.159215)  0.1394
O (-27.210510, -19.524757, 8.990444)  -0.4069
N (-27.484516, -21.073106, 7.319202)  0.3945
C (-26.108536, -21.582407, 7.423238)  -0.8401
C (-28.496680, -21.784225, 6.583645)  -0.7662
H (-28.949829, -19.838557, 8.019174)  -0.0028
H (-25.365310, -20.779284, 7.282385)  0.1839
H (-26.021933, -22.392315, 6.680693)  0.3667
H (-25.950132, -22.044143, 8.398641)  0.2804
H (-28.759868, -22.808501, 6.969872)  0.3003
H (-29.435097, -21.302575, 6.531222)  0.0558
H (-28.217270, -21.924387, 5.554242)  0.3843
C (-24.038917, -13.909015, 0.963102)  0.8124
O (-25.020389, -13.788090, 0.267579)  -0.6426
N (-22.897848, -13.226604, 0.842542)  0.2964
C (-22.670469, -12.480843, -0.325883)  -1.0632
C (-21.836708, -13.445103, 1.800095)  -0.6148
H (-24.054921, -14.682925, 1.771027)  -0.3186
H (-22.112406, -13.061636, -1.078854)  0.3586
H (-22.120361, -11.567538, -0.133742)  0.3499
H (-23.616254, -12.271700, -0.760898)  0.3062
H (-21.020097, -14.074872, 1.397978)  0.2948
H (-21.371229, -12.459842, 2.094743)  0.3085
H (-22.253568, -13.966930, 2.681766)  -0.0175
C (-26.580151, -15.715246, 9.278851)  0.1164
O (-27.647696, -15.904166, 9.885280)  0.3423
N (-26.289674, -16.139068, 8.051822)  1.6695
C (-25.040889, -15.743536, 7.406932)  -0.7105
C (-27.120120, -16.904291, 7.245790)  0.0533
H (-25.734959, -15.237110, 9.752458)  -0.5762
H (-24.442952, -16.661513, 7.303611)  0.1251
H (-24.512489, -15.154931, 8.146294)  -0.3860
H (-25.177948, -15.182680, 6.476282)  0.3383
H (-27.896635, -17.338883, 7.891118)  -1.0731
H (-27.558608, -16.346198, 6.425487)  -0.0749
H (-26.488172, -17.692701, 6.753432)  0.4054
C (-26.605179, -9.871206, 11.948766)  0.1946
O (-27.727743, -9.782593, 12.435135)  -0.6876
N (-25.464668, -9.720909, 12.645876)  0.1764
C (-24.108680, -9.972095, 12.139829)  -0.2816
C (-25.497292, -9.634921, 14.087005)  -1.0293
H (-26.472675, -10.135190, 10.868521)  0.2924
H (-24.331017, -10.343880, 11.145438)  -0.0226
H (-23.558865, -10.666792, 12.812483)  -0.0159
H (-23.626364, -9.004757, 12.137006)  0.4238
H (-24.587750, -10.059420, 14.469098)  0.3659
H (-25.739410, -8.610729, 14.389550)  0.3515
H (-26.344153, -10.256650, 14.411545)  0.2239
C (-21.168572, -18.328048, 5.399851)  0.6841
O (-21.526730, -17.942041, 4.274166)  -0.8897
N (-20.210127, -19.250866, 5.640590)  0.2579
C (-19.642095, -19.356733, 6.950036)  -0.5336
C (-19.710259, -20.060999, 4.557863)  -1.0152
H (-21.563803, -17.784052, 6.245290)  -0.0387
H (-19.819696, -20.321765, 7.415830)  0.3199
H (-20.035914, -18.623901, 7.631834)  -0.1968
H (-18.557130, -19.197892, 6.853178)  0.3962
H (-18.630312, -20.274960, 4.675874)  0.3208
H (-20.210975, -21.032816, 4.542854)  0.3034
H (-19.929378, -19.563802, 3.622448)  0.3116
C (-32.619588, -14.077455, 4.463483)  0.3952
O (-32.841299, -12.955077, 4.086029)  -0.6629
N (-33.136077, -15.231606, 3.955377)  0.3400
C (-32.794463, -16.498031, 4.554632)  -0.3857
C (-34.143215, -15.290766, 2.922857)  -1.0488
H (-31.933002, -14.308407, 5.321081)  0.2025
H (-32.062074, -16.352926, 5.371124)  -0.4451
H (-32.350253, -17.221575, 3.860350)  0.0865
H (-33.778095, -16.910277, 4.898303)  0.5608
H (-34.969334, -15.897581, 3.305182)  0.2804
H (-34.416488, -14.236554, 2.783852)  0.3862
H (-33.798499, -15.654330, 1.982061)  0.2976
C (-25.902172, -10.473938, 7.622830)  -0.2521
O (-26.148489, -10.980988, 8.731389)  -0.2256
N (-26.201323, -9.213287, 7.278019)  0.3761
C (-27.104875, -8.481409, 8.085421)  -1.0739
C (-25.597149, -8.586942, 6.112132)  -0.7251
H (-25.301057, -11.014548, 6.888577)  0.2183
H (-27.770576, -9.155249, 8.578586)  0.2585
H (-27.573844, -7.691634, 7.496185)  0.3735
H (-26.569259, -7.984129, 8.920781)  0.3026
H (-25.076633, -9.357462, 5.546021)  -0.0039
H (-26.382808, -8.186249, 5.467708)  0.4381
H (-24.824515, -7.818630, 6.391770)  0.2338
C (-29.631001, -14.854418, 8.000194)  -0.3549
O (-30.005793, -15.369700, 6.967273)  -0.6676
N (-29.017544, -13.698671, 7.988425)  0.3759
C (-28.605508, -12.894018, 9.153872)  0.8603
C (-28.611262, -13.173690, 6.698125)  -0.4061
H (-29.707867, -15.365482, 8.952142)  0.2388
H (-28.820305, -13.514060, 10.023309)  -0.7770
H (-29.169046, -11.980482, 9.224276)  0.5090
H (-27.552283, -12.613865, 9.029881)  -0.5174
H (-28.001814, -12.316969, 6.819928)  0.0062
H (-28.035747, -13.943221, 6.136067)  0.0658
H (-29.455826, -12.855622, 6.065808)  0.3027
C (-24.880143, -12.959683, 13.854148)  -0.3507
O (-23.817384, -12.996068, 13.223770)  -0.4090
N (-26.052428, -13.114338, 13.294811)  0.7386
C (-26.196147, -13.323744, 11.887941)  1.7341
C (-27.257597, -13.019023, 14.131437)  -0.5444
H (-24.862616, -12.797180, 14.944529)  0.2825
H (-27.096867, -13.898986, 11.769193)  -0.9059
H (-25.313274, -13.888325, 11.584381)  -0.4715
H (-26.368660, -12.412226, 11.326698)  -0.4674
H (-26.996438, -12.938787, 15.206865)  0.4176
H (-27.888914, -12.131394, 13.898294)  0.0866
H (-27.876469, -13.862597, 13.854408)  -0.0278

Forces on atoms 1 to 6 (eV/Å):
-0.486 0.375 -0.508
-0.174 -0.240 -0.312
-1.217 0.876 0.164
0.641 -0.257 -1.224
0.441 -0.849 1.735
0.391 -0.057 0.288

The calculation puts the HOMO energy at -8.47 eV. The HOMO-LUMO gap is 8.66 eV. The value obtained for the energy above the lowest of the compared OMol25 structures with the same formula, charge and spin is 9.801 eV. For the largest force on an atom, the calculation gives 0.070 Eh/bohr.